Record 1
A structure of composition C3H5CaO3 in a non-equilibrium geometry, computed with ωB97M-V/def2-TZVPD.

Relative energy (zero: lowest compared OMol25 entry of this formula, charge and spin)   157.9 kcal/mol
Orbital gap   6.98 eV
LUMO   -0.18013 hartree
M   129.1 g mol⁻¹
Strongest force on any atom   8.37 eV/A
Charge   +1
DFT total energy   -27760.809 eV
Highest occupied orbital energy   -11.886 eV

```
12
C3H5CaO3 | the OMol25 dataset | ωB97M-V/def2-TZVPD
H 0.573 -1.136 -1.392
C 0.893 -0.847 -0.172
C -0.516 -1.310 -0.186
O -0.995 0.226 -0.237
C -0.584 1.350 0.221
O -1.552 1.977 0.843
H 1.424 -1.653 0.377
H -0.866 -1.476 0.842
H -1.232 2.854 1.086
H -0.666 -2.268 -0.699
Ca 1.777 2.090 -0.465
O 1.745 0.194 -0.217
```

Record 2
The molecule C3H3N3O3 in a non-equilibrium geometry, computed with ωB97M-V/def2-TZVPD.

Relative energy (zero: lowest compared OMol25 entry of this formula, charge and spin)   143.8 kcal/mol
Orbital gap   8.69 eV
LUMO   -0.02989 hartree
M   129.1 g mol⁻¹
Strongest force on any atom   5.45 eV/A
DFT total energy   -13767.419 eV
Highest occupied orbital energy   -9.506 eV

```
12
C3H3N3O3 | the OMol25 dataset | ωB97M-V/def2-TZVPD
O -2.877 -0.826 0.193
N -2.387 0.295 -0.092
C -1.007 0.239 0.002
C -0.296 1.365 -0.163
N 0.995 1.148 0.083
C 1.295 -0.247 0.123
O 2.376 -0.814 0.025
N 0.008 -0.774 0.429
O -0.130 -2.117 -0.293
H -0.585 2.440 -0.201
H 1.842 1.830 -0.085
H 0.765 -2.537 -0.022
```

Record 3
The molecule C4H9BO2 in a non-equilibrium geometry, computed with ωB97M-V/def2-TZVPD.

Relative energy (zero: lowest compared OMol25 entry of this formula, charge and spin)   26.3 kcal/mol
Orbital gap   9.98 eV
LUMO   0.00738 hartree
M   99.9 g mol⁻¹
Strongest force on any atom   3.96 eV/A
DFT total energy   -9066.431 eV
Highest occupied orbital energy   -9.784 eV

```
16
C4H9BO2 | the OMol25 dataset | ωB97M-V/def2-TZVPD
C -0.646 1.482 -0.019
C -0.114 0.050 -0.006
B 1.598 -0.173 0.075
O 2.182 -1.378 0.036
O 2.404 0.918 0.042
C -0.960 -0.914 0.736
C -0.924 -0.987 -0.745
H -1.670 1.596 -0.146
H -0.227 2.085 -0.883
H -0.289 2.035 0.837
H 3.092 -1.250 -0.274
H 3.263 0.625 -0.176
H -1.802 -0.388 1.210
H -0.326 -1.623 1.262
H -0.358 -1.817 -1.014
H -1.892 -0.921 -1.178
```

Record 4
A structure of composition C44H51NP2SiW in a non-equilibrium geometry, computed with ωB97M-V/def2-TZVPD.

Relative energy (zero: lowest compared OMol25 entry of this formula, charge and spin)   150.5 kcal/mol
Orbital gap (alpha / beta)   5.43 / 5.37 eV
LUMO (alpha / beta)   -0.26493 / -0.26553 hartree
M   867.8 g mol⁻¹
2S+1   3
Strongest force on any atom   8.27 eV/A
Charge   +2
DFT total energy   -76199.970 eV
Highest occupied orbital energy (alpha / beta)   -12.637 / -12.592 eV
Expectation value of S²   2.086

```
100
C44H51NP2SiW | the OMol25 dataset | ωB97M-V/def2-TZVPD
W -1.098 1.353 -1.001
C -2.034 0.465 -3.399
C -1.052 -0.599 -3.119
C 0.044 -0.690 -4.120
C 1.046 0.379 -3.713
C 0.641 0.992 -2.279
C 0.005 2.391 -2.313
C -0.718 2.762 -3.594
C -1.710 1.747 -4.205
C -0.422 -1.924 1.209
H -2.708 -0.011 -4.170
H -1.502 -1.557 -2.831
H -0.402 -0.495 -5.112
H 0.529 -1.669 -4.190
H 2.083 0.027 -3.668
H 1.073 1.172 -4.466
H 1.638 1.151 -1.869
H 0.773 3.146 -2.121
H 0.091 2.971 -4.320
H -1.251 3.725 -3.450
H -2.666 2.263 -4.426
H -1.291 1.452 -5.184
H -0.142 -0.876 1.326
H 0.399 -2.576 1.519
H -1.311 -2.090 1.834
P -0.803 -2.208 -0.532
P 2.752 -0.515 0.324
C 0.867 -2.249 -1.263
C 2.104 -1.728 -0.888
C -1.943 -3.631 -0.506
C -2.611 -4.066 -1.671
C -3.607 -5.038 -1.561
C -3.966 -5.550 -0.304
C -3.292 -5.129 0.847
C -2.273 -4.193 0.741
C -2.370 -0.363 -1.045
C -2.690 0.650 -2.072
C -3.174 1.899 -1.574
C -3.933 1.767 -0.356
C -4.244 0.502 0.113
C -3.377 -0.570 -0.098
C 4.285 -1.188 0.892
C 4.336 -2.582 1.094
C 5.513 -3.150 1.559
C 6.615 -2.342 1.849
C 6.532 -0.946 1.732
C 5.358 -0.360 1.268
C 3.332 1.103 -0.472
C 2.772 2.359 -0.111
C 3.282 3.554 -0.617
C 4.284 3.527 -1.593
C 4.758 2.296 -2.057
C 4.289 1.094 -1.511
H 0.903 -2.891 -2.168
H 2.942 -2.246 -1.385
H -2.332 -3.646 -2.635
H -4.088 -5.415 -2.463
H -4.759 -6.296 -0.221
H -3.529 -5.540 1.829
H -1.728 -3.916 1.636
H 0.247 0.114 -1.593
H -3.099 2.842 -2.144
H -4.409 2.678 0.034
H -5.136 0.328 0.728
H -3.506 -1.533 0.416
H 3.458 -3.189 0.873
H 5.558 -4.231 1.690
H 7.551 -2.796 2.173
H 7.375 -0.314 1.997
H 5.269 0.726 1.181
H 1.948 2.413 0.602
H 2.908 4.509 -0.235
H 4.691 4.468 -1.975
H 5.523 2.278 -2.841
H 4.681 0.148 -1.885
C 1.828 1.662 2.876
Si 0.000 1.235 2.964
C 0.039 -0.392 3.947
C -0.523 2.465 4.298
N -0.974 1.205 1.199
C -2.122 1.369 2.000
C -2.790 0.280 2.675
C -4.011 0.480 3.300
C -4.564 1.761 3.398
C -3.844 2.857 2.896
C -2.633 2.680 2.244
H 2.262 1.471 3.866
H 1.999 2.721 2.668
H 2.394 1.053 2.166
H 0.577 -0.153 4.878
H -0.944 -0.773 4.247
H 0.594 -1.199 3.459
H -0.493 3.495 3.927
H -1.521 2.264 4.705
H 0.198 2.378 5.120
H -2.362 -0.724 2.599
H -4.573 -0.381 3.684
H -5.535 1.908 3.871
H -4.251 3.869 2.996
H -2.028 3.518 1.875
```

Record 5
A cluster of 2 separate species, C2H10NOS2 in total in a non-equilibrium geometry, computed with ωB97M-V/def2-TZVPD.

Relative energy (zero: lowest compared OMol25 entry of this formula, charge and spin)   3.0 kcal/mol
Orbital gap   10.15 eV
LUMO   -0.11392 hartree
M   128.2 g mol⁻¹
Strongest force on any atom   1.71 eV/A
Charge   +1
DFT total energy   -27438.162 eV
Highest occupied orbital energy   -13.247 eV

```
16
C2H10NOS2 | the OMol25 dataset | ωB97M-V/def2-TZVPD
N 0.999 -0.474 -0.280
C -0.415 -0.905 -0.601
C -1.307 -0.952 0.631
S -1.582 0.643 1.457
S 0.186 1.015 2.437
H 1.359 0.276 -0.882
H 0.961 -0.023 0.649
H 1.624 -1.263 -0.191
H -0.772 -0.218 -1.365
H -0.389 -1.890 -1.050
H -0.923 -1.653 1.323
H -2.231 -1.315 0.265
H -0.025 0.372 3.600
H 1.217 2.790 -1.844
H 0.454 1.675 -2.498
O 0.846 1.922 -1.651
```

Record 6
A structure of composition C9H18MgO18P2V in a non-equilibrium geometry, computed with ωB97M-V/def2-TZVPD.

Relative energy (zero: lowest compared OMol25 entry of this formula, charge and spin)   0.0 kcal/mol
Orbital gap (alpha / beta)   3.29 / 4.84 eV
LUMO (alpha / beta)   0.16293 / 0.16289 hartree
M   551.4 g mol⁻¹
2S+1   2
Strongest force on any atom   10.33 eV/A
Charge   -2
DFT total energy   -96190.195 eV
Highest occupied orbital energy (alpha / beta)   1.142 / -0.407 eV
Expectation value of S²   0.757

```
49
C9H18MgO18P2V | the OMol25 dataset | ωB97M-V/def2-TZVPD
O -0.482 0.361 0.151
V -1.003 -0.447 -1.148
Mg -0.550 -0.446 -3.967
P -0.129 -2.680 -2.378
O 0.471 -1.232 -2.495
O 0.216 -2.347 -0.870
O 1.177 -3.082 -3.144
O -1.347 -1.755 -2.917
P -1.965 1.604 -2.862
O -1.875 0.872 -4.244
O -1.353 3.025 -2.835
O -0.586 0.927 -2.611
O -2.453 0.883 -1.553
C -1.212 3.964 -0.137
O -0.093 3.905 0.745
C 0.903 3.111 0.290
O 1.000 2.571 -0.748
O 1.842 2.985 1.253
C 1.985 3.933 2.281
H -0.891 4.265 -1.134
H -2.018 4.641 0.145
H -1.602 2.957 -0.294
H 1.078 4.032 2.887
H 2.165 4.927 1.868
H 2.747 3.609 2.986
C 4.991 -0.885 0.608
O 3.905 -0.755 1.505
C 2.675 -0.565 0.967
O 2.400 -0.558 -0.180
O 1.742 -0.572 1.918
C 2.031 -0.211 3.252
H 5.775 -1.422 1.150
H 5.363 0.081 0.278
H 4.781 -1.602 -0.186
H 2.256 -1.114 3.822
H 1.157 0.308 3.642
H 2.879 0.466 3.371
C -4.607 -1.827 -1.331
O -4.153 -2.850 -0.458
C -2.983 -2.730 0.137
O -2.277 -1.768 0.134
O -2.730 -3.869 0.764
C -1.462 -3.995 1.383
H -5.698 -1.890 -1.340
H -4.346 -1.915 -2.385
H -4.313 -0.857 -0.931
H -1.319 -5.039 1.653
H -1.438 -3.329 2.252
H -0.656 -3.686 0.706
```